(1)
{
  "formula": "C9H14O",
  "method": "ωB97M-V/def2-TZVPD",
  "elements": ["C", "C", "H", "H", "H", "H", "H", "H", "C", "C", "C", "C", "C", "C", "C", "O", "H", "H", "H", "H", "H", "H", "H", "H"],
  "positions_angstrom": [[1.684, -1.310, -1.575], [0.282, -1.710, -2.039], [1.481, -0.980, -0.524], [2.504, -1.985, -1.420], [1.948, -0.410, -2.161], [-0.071, -1.024, -2.803], [-0.397, -1.385, -1.220], [-0.074, -2.736, -2.183], [-2.379, 2.001, 0.098], [-1.313, -0.121, 0.773], [-1.123, 1.268, 0.606], [-0.247, -0.783, 1.385], [0.956, -0.147, 1.702], [0.065, 1.929, 0.763], [1.096, 1.251, 1.375], [2.028, -0.820, 2.060], [-2.252, -0.570, 0.435], [-0.366, -1.852, 1.512], [-3.046, 2.157, 0.953], [-2.881, 1.394, -0.728], [0.105, 2.980, 0.455], [2.166, -1.722, 1.739], [2.099, 1.648, 1.244], [-2.266, 2.926, -0.447]],
  "spin_multiplicity": 2,
  "total_energy_ev": -11598.0852,
  "total_charge": 1,
  "homo_lumo_gap_ha": [0.3703, 0.2478]
}


(2)
{
  "formula": "C22H27N4O3PdS4",
  "method": "ωB97M-V/def2-TZVPD",
  "elements": ["Pd", "N", "C", "C", "C", "C", "C", "N", "C", "C", "C", "C", "C", "N", "H", "H", "H", "H", "H", "H", "H", "H", "H", "C", "C", "S", "C", "C", "S", "C", "C", "S", "H", "H", "H", "H", "H", "H", "H", "H", "H", "H", "H", "H", "N", "C", "C", "C", "C", "C", "C", "S", "O", "O", "O", "H", "H", "H", "H", "H", "H"],
  "positions_angstrom": [[0.338, -0.062, -0.345], [-0.824, -2.031, 2.177], [-0.276, -0.825, 2.508], [-0.233, -0.536, 3.893], [0.343, 0.609, 4.346], [0.884, 1.514, 3.420], [0.779, 1.208, 2.101], [0.206, 0.060, 1.637], [-1.239, -2.589, 0.977], [-2.121, -3.676, 1.075], [-2.582, -4.260, -0.075], [-2.167, -3.753, -1.308], [-1.313, -2.681, -1.309], [-0.836, -2.103, -0.188], [-1.392, -2.362, 2.947], [-0.697, -1.235, 4.572], [0.366, 0.821, 5.406], [1.347, 2.441, 3.726], [1.134, 1.886, 1.338], [-2.449, -4.013, 2.048], [-3.273, -5.090, -0.023], [-2.520, -4.169, -2.239], [-1.005, -2.234, -2.245], [2.270, 2.027, -3.474], [1.510, 0.769, -3.885], [0.791, -0.404, -2.680], [2.067, -1.645, -2.353], [3.263, -1.143, -1.568], [2.829, -0.188, -0.076], [3.020, 1.592, -0.494], [4.194, 2.030, -1.343], [4.032, 1.757, -3.139], [1.781, 2.543, -2.651], [2.232, 2.705, -4.328], [2.138, 0.132, -4.510], [0.643, 1.048, -4.486], [2.372, -2.102, -3.296], [1.522, -2.396, -1.777], [3.907, -0.518, -2.180], [3.849, -1.992, -1.216], [3.120, 2.038, 0.499], [2.086, 1.958, -0.914], [5.118, 1.525, -1.057], [4.340, 3.097, -1.170], [-0.669, 2.746, -1.427], [-1.389, 2.012, -0.448], [-1.982, 0.777, -0.760], [-2.742, 0.096, 0.199], [-2.882, 0.598, 1.467], [-2.334, 1.851, 1.768], [-1.602, 2.551, 0.829], [-3.729, -0.381, 2.723], [-4.298, 0.601, 3.611], [-4.641, -1.203, 1.962], [-2.620, -1.145, 3.313], [-0.670, 3.736, -1.215], [-1.070, 2.623, -2.349], [-1.979, 0.427, -1.789], [-3.245, -0.831, -0.050], [-2.513, 2.263, 2.753], [-1.192, 3.526, 1.070]],
  "total_energy_ev": -82169.7610,
  "total_charge": 1,
  "homo_lumo_gap_ha": [0.2159, 0.2158]
}


(3)
{
  "formula": "HN3P2",
  "method": "ωB97M-V/def2-TZVPD",
  "elements": ["N", "N", "P", "P", "N", "H"],
  "positions_angstrom": [[-0.287, 0.646, 2.529], [0.540, 0.257, 1.650], [0.162, -0.797, 0.527], [-1.955, -0.850, 1.215], [-1.529, 0.113, 2.392], [1.464, -0.880, 0.256]],
  "smiles": "N1=N[PH]#P=N1",
  "total_energy_ev": -23060.4316,
  "homo_lumo_gap_ha": 0.3126
}


(4)
{
  "formula": "C33H26N3O3PS4SbSc",
  "method": "ωB97M-V/def2-TZVPD",
  "elements": ["Sc", "O", "C", "C", "C", "C", "C", "C", "C", "N", "N", "C", "O", "C", "C", "C", "C", "C", "C", "H", "H", "H", "H", "H", "H", "H", "H", "H", "H", "S", "Sb", "S", "S", "S", "O", "N", "C", "C", "C", "C", "C", "C", "C", "P", "C", "C", "C", "C", "C", "C", "C", "C", "C", "C", "C", "C", "H", "H", "H", "H", "H", "H", "H", "H", "H", "H", "H", "H", "H", "H", "H", "H"],
  "positions_angstrom": [[-0.378, 0.294, -0.388], [1.668, 0.129, -0.167], [2.689, 0.648, -0.776], [3.836, -0.142, -1.020], [4.950, 0.377, -1.637], [4.997, 1.723, -2.029], [3.893, 2.512, -1.789], [2.736, 2.002, -1.187], [1.647, 2.913, -0.887], [0.489, 2.537, -0.504], [-0.331, 3.571, -0.054], [-1.329, 3.053, 0.602], [-1.554, 1.801, 0.768], [-2.272, 4.014, 1.260], [-3.235, 3.525, 2.139], [-4.098, 4.395, 2.791], [-4.011, 5.764, 2.565], [-3.057, 6.254, 1.682], [-2.190, 5.385, 1.035], [3.777, -1.187, -0.741], [5.799, -0.269, -1.834], [5.874, 2.130, -2.516], [3.900, 3.559, -2.078], [1.849, 3.986, -0.927], [-3.286, 2.454, 2.293], [-4.841, 4.005, 3.477], [-4.685, 6.447, 3.070], [-2.987, 7.320, 1.498], [-1.433, 5.748, 0.352], [1.016, -3.253, -3.899], [-0.642, -2.251, -2.713], [-0.477, 0.157, -2.849], [-0.348, -2.337, -0.350], [-2.805, -2.996, -3.103], [-3.156, -0.590, -1.342], [-2.710, -0.492, -0.040], [-3.554, -0.894, 0.815], [-3.408, -0.908, 2.287], [-4.606, -1.176, 2.960], [-4.671, -1.299, 4.334], [-3.510, -1.182, 5.085], [-2.317, -0.921, 4.434], [-2.238, -0.753, 3.048], [-0.596, -0.378, 2.317], [0.451, -1.722, 3.007], [1.836, -1.587, 2.923], [2.674, -2.626, 3.295], [2.140, -3.832, 3.732], [0.764, -3.990, 3.782], [-0.075, -2.944, 3.417], [-0.043, 1.131, 3.238], [-0.744, 1.807, 4.232], [-0.269, 3.007, 4.750], [0.916, 3.554, 4.284], [1.617, 2.901, 3.279], [1.137, 1.712, 2.755], [-3.215, -1.556, -1.639], [-4.499, -1.277, 0.433], [-5.506, -1.302, 2.370], [-5.620, -1.503, 4.816], [-3.531, -1.303, 6.160], [-1.403, -0.858, 5.010], [2.266, -0.677, 2.527], [3.747, -2.506, 3.211], [2.793, -4.653, 4.003], [0.335, -4.938, 4.083], [-1.146, -3.099, 3.427], [-1.693, 1.432, 4.590], [-0.846, 3.526, 5.507], [1.274, 4.498, 4.677], [2.521, 3.336, 2.870], [1.652, 1.252, 1.918]],
  "total_energy_ev": -125130.8136,
  "total_charge": -2,
  "homo_lumo_gap_ha": 0.2100
}